Entry 1:
The following is a DFT calculation (ωB97M-V/def2-TZVPD) of C23H21AuFN6O as an isolated structure.

```
53
Properties=species:S:1:pos:R:3
Au 0.08 -0.72 0.05
O 3.78 0.58 -1.27
C 2.62 0.21 -1.13
N 1.96 0.10 0.03
C 2.64 0.36 1.27
C 1.76 0.04 2.44
C 2.20 0.28 3.74
C 1.37 -0.01 4.81
C 0.10 -0.54 4.56
C -0.27 -0.76 3.25
N 0.55 -0.48 2.22
C 1.79 -0.18 -2.34
C 2.28 0.04 -3.61
C 1.49 -0.29 -4.70
C 0.22 -0.83 -4.48
C -0.19 -1.02 -3.18
N 0.58 -0.71 -2.14
H 2.94 1.41 1.34
H 3.57 -0.22 1.33
H 3.19 0.69 3.90
H 1.70 0.17 5.82
H -0.58 -0.78 5.36
H -1.23 -1.17 3.00
H 3.27 0.46 -3.71
H 1.84 -0.13 -5.71
H -0.43 -1.09 -5.30
H -1.16 -1.45 -2.95
N -5.26 -2.09 0.44
C -3.99 -2.51 0.26
C -2.91 -1.59 0.24
N -1.68 -2.02 0.06
C -1.46 -3.33 -0.12
C -2.53 -4.21 -0.10
N -3.78 -3.81 0.08
H -5.49 -1.13 0.61
H -6.00 -2.77 0.46
H -3.07 -0.54 0.38
H -0.45 -3.66 -0.27
H -2.37 -5.27 -0.24
F 2.91 4.44 -0.62
C 1.77 3.75 -0.50
C 1.25 3.55 0.78
C 0.09 2.83 0.90
C -0.58 2.30 -0.23
C -1.70 1.47 -0.08
C -0.02 2.57 -1.51
C 1.15 3.28 -1.64
H 1.77 3.97 1.63
H -0.33 2.65 1.89
H -2.27 1.16 -0.95
H -2.16 1.35 0.89
H -0.53 2.19 -2.39
H 1.59 3.48 -2.61
```

Properties
Highest occupied orbital energy (alpha / beta), eV: -10.063 / -11.439
Largest force on an atom, hartree/bohr: 0.0090
Expectation value of S²: 2.04
Net charge: +1
Frontier orbital gap (alpha / beta), eV: 7.03 / 7.78
2S+1: 3



Entry 2:
The following is a DFT calculation (ωB97M-V/def2-TZVPD) of C23H21BiN8O4S4Se as an isolated structure.

```
62
Properties=species:S:1:pos:R:3
Bi -1.00 0.00 0.65
N 1.43 0.89 2.31
C 0.85 1.25 3.60
C 0.39 2.71 3.59
C -1.03 2.95 3.01
O -1.85 3.50 3.77
O -1.21 2.54 1.83
H 1.91 0.01 2.28
H 2.04 1.63 1.97
H 1.54 1.10 4.44
H -0.01 0.59 3.78
H 1.09 3.28 2.96
H 0.42 3.13 4.59
O -6.97 -2.52 3.95
C -5.97 -2.16 3.36
S -5.97 -1.03 2.02
C -4.23 -1.03 1.71
C -3.48 -1.79 2.52
S -1.75 -2.06 2.43
S -4.34 -2.69 3.77
S -3.73 -0.05 0.34
Se 1.21 3.66 -6.43
N 1.93 2.31 -5.47
C 1.21 2.18 -4.37
C 1.46 1.25 -3.33
C 2.59 0.35 -3.35
C 2.85 -0.46 -2.32
C 1.98 -0.48 -1.09
N 0.91 0.51 -1.09
C 0.68 1.23 -2.15
C -0.53 2.12 -2.09
N -1.35 1.98 -1.04
C -2.38 2.80 -0.88
C -2.68 3.78 -1.82
C -1.89 3.89 -2.94
C -0.79 3.05 -3.08
C 0.09 3.12 -4.26
N -0.09 3.97 -5.21
H 3.24 0.37 -4.22
H 3.73 -1.09 -2.34
H 2.61 -0.30 -0.20
H -2.95 2.66 0.02
H -3.54 4.43 -1.66
H -2.10 4.62 -3.71
C 2.89 -4.81 0.74
N 2.57 -3.42 0.46
C 2.23 -3.08 -0.93
C 1.30 -1.86 -0.77
O 0.18 -2.05 -1.59
N 0.93 -1.87 0.65
C 1.63 -2.76 1.23
N 1.47 -3.12 2.55
H 3.62 -5.15 0.00
H 2.00 -5.46 0.68
H 3.33 -4.92 1.72
H 1.66 -3.88 -1.40
H 3.13 -2.89 -1.52
H 0.76 -2.62 3.05
H 2.30 -3.37 3.06
C -1.08 -1.52 -1.10
H -1.57 -1.04 -1.95
H -1.70 -2.35 -0.75
```

Properties
Highest occupied orbital energy, eV: -1.523
Largest force on an atom, hartree/bohr: 0.0082
Net charge: -2
Frontier orbital gap, eV: 5.33
Energy relative to the best compared isomer or geometry (same formula, charge and spin), kcal/mol: 35.8



Entry 3:
The following is a DFT calculation (ωB97M-V/def2-TZVPD) of a 6-piece molecular cluster, C23H21BrF5N2O18PS2 overall in a non-equilibrium geometry.

```
73
Properties=species:S:1:pos:R:3
O 5.00 0.60 -0.53
C 4.02 1.40 -0.56
Br 3.32 1.90 -2.37
C 3.36 2.03 0.77
C 1.77 1.98 0.55
C 0.95 3.24 0.92
C -0.64 3.19 0.70
C -1.34 1.92 0.10
P -3.20 2.04 -0.15
O -3.51 3.68 -0.64
O -4.12 1.81 1.27
S -3.74 0.91 -1.64
C -0.56 0.61 -0.27
N -1.00 -0.66 -0.79
S 0.41 -1.65 -0.95
N 1.60 -0.55 -0.43
C 1.00 0.71 -0.03
H 3.68 1.46 1.73
H 3.69 3.14 0.81
H 1.53 4.14 1.31
H -1.22 4.13 0.99
H -2.69 3.89 -1.16
H -4.24 0.86 1.47
C -0.14 -6.52 -0.31
C -1.03 -6.87 0.83
O -0.98 -5.72 1.65
C -0.75 -4.68 0.80
O -0.92 -3.53 1.09
O -0.33 -5.11 -0.42
F -0.54 -7.91 1.54
H 0.91 -6.73 -0.10
H -0.42 -7.02 -1.23
H -2.07 -7.07 0.55
C 5.42 6.83 1.61
C 5.45 7.39 0.23
O 4.66 6.48 -0.51
C 3.76 5.97 0.39
O 2.77 5.38 0.08
O 4.13 6.23 1.67
F 6.70 7.38 -0.28
H 6.18 6.06 1.77
H 5.53 7.60 2.38
H 5.03 8.39 0.14
C -0.23 0.14 5.12
C -1.35 0.11 4.13
O -1.57 1.48 3.85
C -0.37 2.09 4.04
O -0.10 3.19 3.65
O 0.50 1.29 4.72
F -2.48 -0.41 4.67
H -0.59 0.27 6.15
H 0.38 -0.76 5.07
H -1.11 -0.41 3.19
C 1.53 -0.06 -5.15
C 1.56 0.49 -6.54
O 0.78 -0.43 -7.27
C -0.12 -0.93 -6.37
O -1.10 -1.53 -6.68
O 0.25 -0.67 -5.09
F 2.82 0.49 -7.04
H 2.30 -0.82 -4.98
H 1.64 0.71 -4.39
H 1.13 1.50 -6.63
C -4.69 -4.48 0.54
C -5.99 -5.00 0.02
O -5.65 -6.27 -0.49
C -4.60 -6.69 0.27
O -4.22 -7.83 0.32
O -4.04 -5.67 0.97
F -6.44 -4.24 -1.00
H -4.09 -4.00 -0.24
H -4.82 -3.78 1.37
H -6.77 -5.10 0.78
```

Properties
Highest occupied orbital energy, eV: -8.502
Largest force on an atom, hartree/bohr: 0.1199
Structure (SMILES): O=C(Br)Cc1ccc(P(O)(O)=S)c2nsnc12.O=C1OC[C@@H](F)O1.O=C1OC[C@@H](F)O1.O=C1OC[C@@H](F)O1.O=C1OC[C@@H](F)O1.O=C1OC[C@@H](F)O1
Net charge: 0
Frontier orbital gap, eV: 7.00
Energy relative to the best compared isomer or geometry (same formula, charge and spin), kcal/mol: 152.6



Entry 4:
The following is a DFT calculation (ωB97M-V/def2-TZVPD) of one molecule with the formula C23H21Cl2N3O6S2 in a non-equilibrium geometry.

```
57
Properties=species:S:1:pos:R:3
O -0.19 -1.89 -1.17
C 0.83 -2.29 -0.64
N 0.95 -3.52 -0.10
H 1.76 -3.73 0.47
C -0.15 -4.45 -0.06
H 0.24 -5.47 -0.08
H -0.77 -4.28 -0.95
C -1.02 -4.26 1.19
N -1.68 -2.97 1.14
C -1.05 -1.84 1.59
O 0.00 -1.80 2.17
S -2.04 -0.42 1.21
C -3.25 -1.39 0.38
C -4.36 -1.02 -0.28
C -4.91 0.29 -0.52
C -4.39 1.46 0.03
C -4.95 2.69 -0.26
C -6.05 2.77 -1.10
C -6.60 1.62 -1.64
C -6.04 0.39 -1.35
H -6.46 -0.51 -1.78
H -7.46 1.68 -2.28
H -6.48 3.74 -1.33
H -4.51 3.58 0.16
H -3.54 1.42 0.70
H -4.91 -1.85 -0.72
C -2.87 -2.81 0.44
O -3.49 -3.74 -0.02
H -1.80 -5.02 1.21
H -0.41 -4.30 2.09
C 2.04 -1.41 -0.51
C 1.82 -0.07 -0.23
C 2.86 0.82 -0.12
C 4.17 0.38 -0.29
C 4.42 -0.96 -0.59
C 3.36 -1.84 -0.70
Cl 3.73 -3.46 -1.14
H 5.43 -1.29 -0.74
Cl 5.45 1.49 -0.12
S 2.64 2.58 0.22
O 3.16 2.85 1.53
O 3.16 3.31 -0.90
N 0.97 2.70 0.27
C 0.35 3.00 -1.01
H 0.78 2.33 -1.76
C -1.16 2.77 -0.87
H -1.68 3.07 -1.78
O -1.70 3.55 0.17
C -1.08 3.27 1.40
H -1.55 3.93 2.13
C 0.42 3.53 1.33
H 0.92 3.25 2.26
H 0.61 4.59 1.13
H -1.25 2.22 1.68
H -1.34 1.70 -0.68
H 0.55 4.04 -1.30
H 0.81 0.28 -0.10
```

Properties
Highest occupied orbital energy, eV: -8.649
Largest force on an atom, hartree/bohr: 0.0212
Structure (SMILES): O=C(NCCN1C(=O)S/C(=C\c2ccccc2)C1=O)c1cc(S(=O)(=O)N2CCOCC2)c(Cl)cc1Cl
Net charge: 0
Frontier orbital gap, eV: 8.08
Energy relative to the best compared isomer or geometry (same formula, charge and spin), kcal/mol: 0.7



Entry 5:
The following is a DFT calculation (ωB97M-V/def2-TZVPD) of C23H21CoN7O9S as an isolated structure.

```
62
Properties=species:S:1:pos:R:3
Co 0.19 0.15 -0.77
C 2.26 -3.43 -0.34
C 1.70 -2.07 0.01
O 0.88 -1.59 -0.86
C 2.06 -1.48 1.21
C 1.64 -0.19 1.63
C 2.20 0.36 2.91
N 0.83 0.53 0.94
N 0.56 1.83 1.35
C -0.14 2.44 0.44
O -0.53 1.90 -0.67
C -0.51 3.86 0.67
C -1.23 4.54 -0.31
C -1.57 5.87 -0.13
C -1.20 6.54 1.02
C -0.48 5.86 2.01
C -0.14 4.53 1.83
H 1.85 -3.75 -1.29
H 2.02 -4.16 0.43
H 3.35 -3.37 -0.43
H 2.75 -2.02 1.84
H 2.74 -0.40 3.46
H 1.40 0.78 3.53
H 2.88 1.19 2.68
H -1.52 4.00 -1.21
H -2.13 6.39 -0.90
H -1.46 7.58 1.17
H -0.19 6.38 2.91
H 0.42 3.99 2.58
O -3.13 -1.81 0.28
C -2.22 -1.33 -0.40
O -1.35 -0.52 0.08
C -2.15 -1.73 -1.86
C -2.99 -2.74 -2.28
C -3.04 -3.14 -3.61
C -2.26 -2.51 -4.57
C -1.45 -1.50 -4.15
C -1.34 -1.06 -2.81
O -0.52 -0.11 -2.54
N -0.62 -0.81 -5.14
O -0.85 0.37 -5.35
O 0.25 -1.45 -5.71
N -3.93 -4.21 -4.02
O -3.95 -4.52 -5.20
O -4.61 -4.76 -3.17
H -3.62 -3.21 -1.54
H -2.30 -2.83 -5.60
C 5.05 3.30 0.39
C 5.14 2.09 -0.54
C 3.84 1.84 -1.24
N 2.98 0.98 -0.83
N 1.82 0.98 -1.56
C 1.81 1.87 -2.54
N 0.80 2.10 -3.38
S 3.29 2.78 -2.60
H 6.00 3.47 0.90
H 4.27 3.15 1.13
H 4.80 4.21 -0.17
H 5.36 1.19 0.03
H 5.94 2.22 -1.27
H 0.02 1.45 -3.33
H 0.99 2.56 -4.25
```

Properties
Highest occupied orbital energy, eV: -4.687
Largest force on an atom, hartree/bohr: 0.0116
Net charge: -1
Frontier orbital gap, eV: 6.74
Energy relative to the best compared isomer or geometry (same formula, charge and spin), kcal/mol: 0.0



Entry 6:
The following is a DFT calculation (ωB97M-V/def2-TZVPD) of one molecule with the formula C23H21FO2 in a non-equilibrium geometry.

```
47
Properties=species:S:1:pos:R:3
C 4.23 1.73 1.48
C 2.95 2.34 1.00
O 1.94 1.33 1.16
C 0.77 1.71 0.63
C -0.26 0.58 0.59
C -1.70 1.05 0.82
C -2.06 2.39 0.72
C -3.37 2.80 1.00
C -4.36 1.86 1.30
C -4.01 0.50 1.35
C -2.68 0.11 1.17
O 0.63 2.83 0.16
H 5.05 2.45 1.39
H 4.16 1.43 2.53
H 4.51 0.86 0.88
H 2.66 3.22 1.59
H 3.01 2.62 -0.06
H -0.04 -0.10 1.43
H -1.32 3.13 0.43
H -3.60 3.87 0.99
H -5.38 2.17 1.50
H -4.77 -0.26 1.53
H -2.40 -0.95 1.24
F 5.15 -2.58 -0.25
C 3.90 -2.02 -0.37
C 3.73 -0.99 -1.29
C 2.47 -0.40 -1.38
C 1.42 -0.84 -0.58
C 0.05 -0.15 -0.72
C -1.05 -1.06 -1.23
C -2.15 -0.46 -1.85
C -3.31 -1.19 -2.10
C -3.35 -2.55 -1.80
C -2.21 -3.19 -1.32
C -1.04 -2.45 -1.08
C 1.63 -1.86 0.35
C 2.88 -2.48 0.45
H 4.55 -0.64 -1.91
H 2.28 0.41 -2.09
H 0.16 0.65 -1.47
H -2.11 0.61 -2.07
H -4.18 -0.67 -2.50
H -4.27 -3.12 -1.95
H -2.21 -4.26 -1.11
H -0.14 -2.99 -0.76
H 0.81 -2.16 1.02
H 3.05 -3.30 1.15
```

Properties
Highest occupied orbital energy, eV: -8.923
Largest force on an atom, hartree/bohr: 0.0290
Structure (SMILES): CCOC(=O)[C@@H](c1ccccc1)[C@H](c1ccccc1)c1ccc(F)cc1
Net charge: 0
Frontier orbital gap, eV: 9.71



Which value of largest force on an atom does entry 2 give?
0.0082 hartree/bohr



largest force on an atom of number 4 (C23H21Cl2N3O6S2)?
0.0212 hartree/bohr



What is the net charge in the fifth record?
-1



net charge of number 1 (C23H21AuFN6O)?
+1